[1]
Computed, not measured: C6H10O as an isolated structure, with wB97M-V/def2-TZVPD.

CARTESIAN COORDINATES (ANGSTROEM)
C (1.85, -0.75, -0.04)
C (0.92, 0.07, 0.79)
C (-0.03, 1.60, -0.42)
C (-1.23, 0.85, 0.16)
O (-1.87, 0.01, -0.80)
C (-1.23, -1.16, -0.25)
C (-0.54, -0.34, 0.86)
H (2.38, -1.40, 0.67)
H (2.63, -0.13, -0.50)
H (1.42, -1.40, -0.81)
H (0.89, 1.32, 0.39)
H (0.00, 2.68, -0.25)
H (0.15, 1.36, -1.47)
H (-1.95, 1.47, 0.70)
H (-0.58, -1.65, -0.98)
H (-1.97, -1.89, 0.10)
H (-0.84, -0.63, 1.87)

## Properties
HOMO-LUMO gap, eV: 8.4
Net charge: 0
Max |F|, hartree/bohr: 0.0080
Molar mass, g mol⁻¹: 98.1

=====

[2]
Computed, not measured: one molecule with the formula C4H7N3O in a non-equilibrium geometry, with wB97M-V/def2-TZVPD.

CARTESIAN COORDINATES (ANGSTROEM)
C (-0.16, -2.18, -1.31)
C (-1.17, -1.44, -1.04)
C (-0.68, -0.03, 0.60)
C (0.53, 2.55, 0.65)
H (-0.34, -3.05, -2.22)
H (0.69, -2.57, -0.70)
H (-1.89, -1.39, -1.94)
H (-0.93, 0.32, 1.69)
H (1.24, 0.02, -0.58)
H (1.85, 1.18, 2.03)
H (0.56, 3.48, 1.46)
N (-1.49, -0.92, 0.24)
N (0.86, 0.05, 0.48)
N (1.24, 1.37, 0.96)
O (-0.30, 2.60, -0.33)

## Properties
HOMO-LUMO gap, eV: 10.3
Net charge: 0
SMILES: C=C/N=C\NNC=O
Max |F|, hartree/bohr: 0.1417
Molar mass, g mol⁻¹: 113.1

=====

[3]
Computed, not measured: C4H2NO2 as an isolated structure in a non-equilibrium geometry, with wB97M-V/def2-TZVPD.

CARTESIAN COORDINATES (ANGSTROEM)
C (-0.95, 1.31, -0.74)
C (-0.60, -0.22, -0.95)
C (0.15, -0.03, 0.21)
C (1.16, -0.93, 1.17)
N (-0.23, 1.38, 0.33)
O (1.70, -0.58, 2.21)
O (-0.95, -1.07, -1.76)
H (-1.53, 2.09, -1.20)
H (1.26, -1.94, 0.74)

## Properties
HOMO-LUMO gap, eV: 6.9
Net charge: -1
Max |F|, hartree/bohr: 0.1240
Molar mass, g mol⁻¹: 96.1

=====

[4]
Computed, not measured: a 2-piece molecular cluster, C2H6O2 overall, with wB97M-V/def2-TZVPD.

CARTESIAN COORDINATES (ANGSTROEM)
C (1.67, 0.91, 0.57)
C (0.70, 1.03, -0.32)
O (-0.52, 0.43, -0.27)
H (2.69, 1.12, 0.26)
H (1.58, 0.53, 1.58)
H (0.81, 1.72, -1.15)
H (-0.93, 0.56, -1.13)
H (-2.47, -2.42, 0.70)
H (-1.48, -1.55, -0.08)
O (-2.05, -2.32, -0.16)

## Properties
HOMO-LUMO gap, eV: 10.0
Net charge: 0
SMILES: C=CO.O
Max |F|, hartree/bohr: 0.0164
Molar mass, g mol⁻¹: 62.1

=====

[5]
Computed, not measured: a 2-piece molecular cluster, C6H13NO overall, with wB97M-V/def2-TZVPD.

CARTESIAN COORDINATES (ANGSTROEM)
C (1.64, -0.99, -0.97)
C (1.25, -0.89, -2.27)
C (2.47, 1.11, -0.35)
N (1.72, 0.02, -0.07)
H (1.86, -1.98, -0.56)
H (0.96, 0.06, -2.70)
H (1.32, -1.75, -2.94)
H (2.47, 1.93, 0.36)
H (3.11, 1.18, -1.23)
C (-1.11, -1.07, 1.29)
C (-1.44, 0.14, 0.44)
C (-1.12, 1.45, 1.14)
O (-2.85, 0.19, 0.13)
H (-1.12, -1.97, 0.68)
H (-1.85, -1.16, 2.09)
H (-0.10, -0.95, 1.69)
H (-0.85, 0.09, -0.48)
H (-0.04, 1.58, 1.18)
H (-1.57, 1.45, 2.14)
H (-1.59, 2.26, 0.60)
H (-3.13, -0.69, -0.16)

## Properties
HOMO-LUMO gap (alpha / beta), eV: 3.8 / 7.0
Net charge: -1
Max |F|, hartree/bohr: 0.0190
⟨S²⟩: 0.757
2S+1: 2
Molar mass, g mol⁻¹: 115.2

=====

[6]
Computed, not measured: C42H49N7O5Pm as an isolated structure in a non-equilibrium geometry, with wB97M-V/def2-TZVPD.

CARTESIAN COORDINATES (ANGSTROEM)
Pm (-0.07, 0.05, -0.27)
C (5.28, -2.26, 2.99)
C (4.90, -2.22, 1.50)
C (3.42, -2.21, 1.29)
C (2.61, -3.25, 0.93)
C (2.99, -4.68, 0.68)
C (2.86, -5.56, 1.92)
C (1.27, -2.71, 0.83)
N (1.29, -1.38, 1.09)
C (2.57, -1.04, 1.38)
C (3.01, 0.26, 1.66)
C (2.28, 1.45, 1.59)
C (2.86, 2.78, 1.68)
C (4.32, 3.08, 1.86)
C (5.06, 3.00, 0.52)
C (1.85, 3.66, 1.44)
C (0.65, 2.87, 1.21)
C (-0.61, 3.37, 0.88)
C (-1.77, 2.64, 0.61)
N (-1.88, 1.29, 0.71)
C (-3.14, 0.95, 0.36)
C (-3.62, -0.37, 0.30)
C (-2.90, -1.56, 0.37)
N (-1.57, -1.65, 0.61)
C (-1.20, -2.94, 0.42)
C (0.11, -3.43, 0.52)
C (-2.37, -3.73, 0.05)
C (-3.43, -2.87, 0.04)
C (-4.85, -3.18, -0.31)
C (-5.76, -3.25, 0.92)
C (-2.35, -5.18, -0.33)
C (-1.91, -5.37, -1.79)
C (-3.89, 2.14, 0.01)
C (-3.04, 3.19, 0.16)
C (-3.32, 4.64, -0.09)
C (-3.77, 5.37, 1.18)
C (-5.27, 2.14, -0.57)
C (-5.25, 1.74, -2.05)
N (0.95, 1.55, 1.33)
C (1.93, 5.16, 1.43)
C (1.69, 5.76, 2.81)
H (6.37, -2.23, 3.12)
H (4.90, -3.17, 3.46)
H (4.85, -1.41, 3.52)
H (5.34, -3.08, 0.99)
H (5.34, -1.33, 1.04)
H (4.02, -4.72, 0.32)
H (2.37, -5.08, -0.12)
H (3.52, -5.20, 2.72)
H (3.11, -6.59, 1.71)
H (1.84, -5.53, 2.30)
H (4.06, 0.37, 1.89)
H (4.76, 2.38, 2.57)
H (4.44, 4.08, 2.29)
H (4.90, 2.04, 0.03)
H (6.13, 3.15, 0.66)
H (4.69, 3.76, -0.17)
H (-0.69, 4.45, 0.80)
H (-4.68, -0.47, 0.06)
H (0.23, -4.49, 0.34)
H (-4.90, -4.12, -0.85)
H (-5.23, -2.41, -1.00)
H (-5.41, -4.03, 1.60)
H (-6.79, -3.46, 0.64)
H (-5.74, -2.30, 1.47)
H (-3.34, -5.61, -0.18)
H (-1.66, -5.72, 0.33)
H (-2.63, -4.89, -2.46)
H (-1.84, -6.43, -2.04)
H (-0.94, -4.90, -1.96)
H (-4.09, 4.74, -0.86)
H (-2.43, 5.12, -0.49)
H (-4.71, 4.95, 1.55)
H (-3.92, 6.43, 1.00)
H (-3.02, 5.26, 1.97)
H (-5.71, 3.14, -0.48)
H (-5.92, 1.46, -0.02)
H (-4.65, 2.44, -2.63)
H (-6.26, 1.72, -2.48)
H (-4.81, 0.74, -2.16)
H (1.20, 5.56, 0.72)
H (2.91, 5.46, 1.06)
H (0.72, 5.44, 3.20)
H (1.70, 6.85, 2.78)
H (2.45, 5.43, 3.52)
O (-1.77, 0.44, -4.09)
C (-1.03, 0.08, -2.99)
O (-1.63, -0.56, -2.06)
C (0.32, -0.51, -3.45)
O (0.92, -1.20, -2.35)
C (2.35, -1.14, -2.36)
C (2.88, 0.20, -1.82)
O (4.07, 0.45, -1.97)
O (1.99, 0.91, -1.26)
H (-2.68, 0.48, -3.76)
H (0.97, 0.27, -3.84)
H (0.07, -1.22, -4.25)
H (2.74, -1.33, -3.37)
H (2.70, -1.94, -1.70)
N (1.08, 5.46, -4.06)
C (0.35, 4.67, -3.63)
N (-0.57, 3.85, -3.17)
C (-0.49, 2.69, -2.72)
N (-0.56, 1.61, -2.25)

## Properties
HOMO-LUMO gap (alpha / beta), eV: 5.8 / 5.8
Net charge: -1
Max |F|, hartree/bohr: 0.0275
⟨S²⟩: 6.004
2S+1: 5
Molar mass, g mol⁻¹: 876.9

=====

[7]
Computed, not measured: a 10-piece molecular cluster, C42H100N4O10 overall in a non-equilibrium geometry, with wB97M-V/def2-TZVPD.

CARTESIAN COORDINATES (ANGSTROEM)
C (-0.58, -4.61, 4.21)
O (-0.74, -3.93, 3.00)
H (-1.00, -5.61, 4.10)
H (0.52, -4.82, 4.42)
H (-1.15, -4.06, 4.94)
H (-0.19, -3.13, 3.00)
C (-3.93, -4.44, 1.61)
O (-3.57, -3.39, 0.74)
H (-4.54, -5.13, 1.11)
H (-3.05, -5.03, 2.03)
H (-4.36, -3.87, 2.43)
H (-3.38, -3.83, -0.13)
C (0.47, -1.33, 1.07)
O (0.38, -1.49, 2.48)
H (0.72, -0.30, 0.74)
H (1.27, -2.05, 0.77)
H (-0.45, -1.70, 0.54)
H (-0.36, -0.90, 2.85)
C (0.90, -5.37, 0.02)
O (-0.30, -4.63, 0.36)
H (1.78, -5.05, 0.48)
H (0.82, -6.39, 0.41)
H (1.06, -5.34, -1.05)
H (-0.30, -4.64, 1.35)
C (-3.04, -0.29, 3.60)
O (-1.78, 0.16, 3.06)
H (-3.78, -0.07, 2.87)
H (-2.91, -1.36, 3.78)
H (-3.33, 0.22, 4.56)
H (-1.66, 1.08, 3.32)
C (-1.67, -3.14, -2.09)
O (-2.24, -4.36, -1.66)
H (-1.70, -2.46, -1.23)
H (-0.68, -3.25, -2.51)
H (-2.32, -2.84, -2.92)
H (-1.60, -4.63, -0.92)
C (5.67, 0.10, -0.05)
C (4.98, 0.61, 1.25)
C (3.70, -0.27, 1.51)
C (4.06, -1.64, 2.10)
C (4.92, -1.40, 3.35)
C (6.28, -0.80, 3.01)
N (5.89, 0.50, 2.35)
O (7.12, 1.19, 1.97)
C (7.07, -0.43, 4.30)
C (7.23, -1.70, 2.22)
C (4.61, 2.02, 1.09)
H (6.68, 0.54, -0.14)
H (5.10, 0.27, -0.93)
H (5.82, -0.96, 0.05)
H (3.02, 0.18, 2.23)
H (3.20, -0.23, 0.54)
H (4.55, -2.21, 1.33)
H (3.13, -2.14, 2.35)
H (5.05, -2.31, 3.97)
H (4.33, -0.72, 3.96)
H (7.95, 0.19, 4.07)
H (6.48, 0.06, 5.10)
H (7.42, -1.45, 4.71)
H (6.90, -2.13, 1.25)
H (8.07, -1.07, 1.98)
H (7.57, -2.64, 2.79)
H (5.47, 2.59, 0.74)
H (4.22, 2.54, 1.94)
H (3.87, 2.11, 0.29)
H (7.18, 2.01, 2.50)
C (0.11, 1.36, -3.09)
C (0.98, 1.03, -4.42)
C (2.41, 1.52, -4.34)
C (3.30, 0.88, -3.32)
C (3.25, -0.64, -3.68)
C (1.85, -1.23, -3.68)
N (1.00, -0.43, -4.60)
O (-0.25, -0.97, -4.64)
C (1.86, -2.63, -4.33)
C (1.26, -1.40, -2.22)
C (0.32, 1.69, -5.64)
H (0.48, 0.99, -2.13)
H (-0.94, 0.97, -3.07)
H (0.00, 2.48, -3.07)
H (2.86, 1.23, -5.33)
H (2.37, 2.60, -4.30)
H (2.88, 1.19, -2.29)
H (4.27, 1.30, -3.45)
H (4.00, -1.15, -2.99)
H (3.75, -0.68, -4.67)
H (2.29, -2.50, -5.28)
H (2.47, -3.27, -3.73)
H (0.83, -3.09, -4.44)
H (1.47, -2.35, -1.81)
H (1.61, -0.69, -1.49)
H (0.17, -1.19, -2.21)
H (-0.80, 1.58, -5.47)
H (0.59, 1.32, -6.62)
H (0.55, 2.79, -5.70)
H (-0.21, -1.53, -5.43)
C (-6.37, 0.29, -4.21)
C (-4.87, -0.08, -3.94)
C (-3.95, 1.01, -4.48)
C (-4.10, 2.27, -3.64)
C (-3.56, 1.99, -2.27)
C (-4.29, 0.77, -1.62)
N (-4.41, -0.31, -2.56)
O (-5.33, -1.31, -1.97)
C (-3.50, 0.29, -0.39)
C (-5.68, 1.24, -1.10)
C (-4.63, -1.45, -4.71)
H (-6.41, 0.28, -5.28)
H (-6.64, 1.23, -3.73)
H (-7.03, -0.45, -3.71)
H (-2.89, 0.74, -4.45)
H (-4.28, 1.19, -5.54)
H (-5.17, 2.48, -3.57)
H (-3.61, 3.17, -4.05)
H (-3.59, 2.86, -1.62)
H (-2.51, 1.76, -2.42)
H (-2.53, -0.02, -0.71)
H (-3.42, 1.17, 0.27)
H (-4.00, -0.55, 0.09)
H (-6.26, 0.43, -0.72)
H (-5.58, 2.17, -0.44)
H (-6.22, 1.66, -1.99)
H (-4.58, -1.18, -5.72)
H (-5.44, -2.10, -4.45)
H (-3.68, -1.75, -4.31)
H (-4.78, -2.15, -2.07)
C (-2.05, 5.29, 2.44)
C (-2.00, 3.73, 2.35)
C (-1.15, 3.33, 1.17)
C (0.36, 3.59, 1.30)
C (0.84, 2.78, 2.52)
C (0.04, 3.16, 3.81)
N (-1.43, 3.01, 3.47)
O (-2.22, 3.15, 4.66)
C (0.33, 2.02, 4.89)
C (0.42, 4.53, 4.51)
C (-3.44, 3.14, 2.12)
H (-1.27, 5.82, 2.01)
H (-2.22, 5.61, 3.46)
H (-2.99, 5.64, 1.93)
H (-1.28, 2.27, 0.91)
H (-1.52, 3.86, 0.31)
H (0.61, 4.64, 1.42)
H (0.68, 3.26, 0.33)
H (1.95, 2.93, 2.61)
H (0.61, 1.70, 2.40)
H (-0.11, 1.03, 4.71)
H (1.40, 1.88, 5.00)
H (-0.04, 2.27, 5.86)
H (-0.31, 4.86, 5.29)
H (1.45, 4.33, 4.89)
H (0.42, 5.34, 3.81)
H (-3.29, 2.03, 2.06)
H (-3.88, 3.54, 1.20)
H (-4.08, 3.34, 3.02)
H (-2.09, 2.33, 5.12)

## Properties
HOMO-LUMO gap, eV: 8.8
Net charge: 0
SMILES: CC1(C)CCCC(C)(C)N1O.CC1(C)CCCC(C)(C)N1O.CC1(C)CCCC(C)(C)N1O.CC1(C)CCCC(C)(C)N1O.CO.CO.CO.CO.CO.CO
Max |F|, hartree/bohr: 0.0641
Molar mass, g mol⁻¹: 821.3

=====

[8]
Computed, not measured: a 2-piece molecular cluster, C2H6O2PS overall in a non-equilibrium geometry, with wB97M-V/def2-TZVPD.

CARTESIAN COORDINATES (ANGSTROEM)
C (-1.47, 0.94, 0.35)
C (0.42, -1.00, -0.18)
O (2.85, -0.43, 0.82)
O (1.99, 0.90, -1.08)
P (-1.31, -0.69, -0.52)
S (1.74, 0.39, 0.29)
H (-0.59, 1.54, 0.13)
H (-1.53, 0.77, 1.42)
H (-2.37, 1.45, 0.02)
H (0.85, -1.74, -0.84)
H (0.47, -2.03, 1.36)
H (-1.07, -0.11, -1.77)

## Properties
HOMO-LUMO gap, eV: 7.3
Net charge: -1
Max |F|, hartree/bohr: 0.0816
Molar mass, g mol⁻¹: 125.1

=====

[9]
Computed, not measured: a 6-piece molecular cluster, C24H46O8 overall in a non-equilibrium geometry, with wB97M-V/def2-TZVPD.

CARTESIAN COORDINATES (ANGSTROEM)
C (4.60, 3.81, 0.10)
C (4.23, 3.81, -1.31)
C (2.92, 4.48, -1.23)
O (3.06, 5.47, -0.23)
C (4.18, 5.28, 0.51)
H (5.63, 3.55, 0.30)
H (4.07, 3.07, 0.69)
H (4.20, 2.80, -1.72)
H (4.82, 4.41, -2.00)
H (2.23, 3.73, -0.86)
H (2.63, 4.83, -2.22)
H (3.80, 5.37, 1.53)
H (4.92, 6.03, 0.25)
C (-1.08, -5.05, -0.07)
C (-0.34, -5.37, 1.18)
C (-1.09, -6.53, 1.78)
O (-2.25, -6.62, 1.02)
C (-2.53, -5.37, 0.37)
H (-0.76, -5.71, -0.88)
H (-0.94, -3.99, -0.26)
H (-0.23, -4.52, 1.85)
H (0.67, -5.62, 0.85)
H (-1.40, -6.44, 2.82)
H (-0.60, -7.50, 1.71)
H (-3.11, -4.78, 1.08)
H (-3.16, -5.54, -0.51)
C (-3.27, 1.94, -4.01)
C (-2.29, 2.40, -2.85)
C (-3.37, 2.59, -1.74)
O (-4.60, 2.86, -2.39)
C (-4.49, 2.80, -3.80)
H (-3.43, 0.88, -3.82)
H (-2.78, 2.05, -4.98)
H (-1.83, 3.36, -3.10)
H (-1.55, 1.66, -2.57)
H (-3.04, 3.36, -1.05)
H (-3.59, 1.65, -1.24)
H (-4.32, 3.73, -4.34)
H (-5.38, 2.27, -4.15)
C (-0.84, -3.15, -3.23)
C (-1.80, -2.10, -2.70)
C (-3.17, -2.85, -2.80)
O (-2.99, -3.49, -4.02)
C (-1.64, -3.84, -4.24)
H (-0.59, -3.89, -2.47)
H (0.18, -2.92, -3.56)
H (-1.89, -1.24, -3.37)
H (-1.49, -1.72, -1.72)
H (-3.96, -2.10, -2.70)
H (-3.36, -3.63, -2.06)
H (-1.24, -3.50, -5.19)
H (-1.56, -4.93, -4.14)
C (2.69, 2.81, 5.42)
C (1.43, 2.11, 4.66)
C (0.33, 2.28, 5.69)
O (1.01, 1.93, 6.85)
C (2.31, 2.48, 6.89)
H (2.69, 3.88, 5.21)
H (3.64, 2.36, 5.17)
H (1.62, 1.04, 4.71)
H (1.13, 2.46, 3.67)
H (-0.51, 1.59, 5.60)
H (-0.11, 3.28, 5.74)
H (2.94, 1.74, 7.39)
H (2.25, 3.37, 7.52)
C (1.55, -1.67, -0.78)
C (1.02, -1.13, 0.52)
C (1.54, 0.30, 0.83)
O (0.37, 1.07, 1.14)
C (-0.72, 0.45, 0.70)
O (-1.76, 1.00, 0.59)
O (-0.44, -0.80, 0.36)
H (2.64, -1.70, -0.75)
H (1.28, -1.21, -1.73)
H (1.29, -2.73, -0.78)
H (1.22, -1.76, 1.39)
H (1.96, 0.91, 0.02)
H (2.45, 0.13, 1.40)

## Properties
HOMO-LUMO gap, eV: 9.4
Net charge: 0
SMILES: C[C@H]1COC(=O)O1.C1CCOC1.C1CCOC1.C1CCOC1.C1CCOC1.C1CCOC1
Max |F|, hartree/bohr: 0.0708
Molar mass, g mol⁻¹: 462.6

=====

[10]
Computed, not measured: C3H3Br3N2O as an isolated structure in a non-equilibrium geometry, with wB97M-V/def2-TZVPD.

CARTESIAN COORDINATES (ANGSTROEM)
C (1.08, 0.38, 1.26)
C (1.33, -0.07, -0.06)
C (-1.78, -0.48, -1.21)
N (0.19, 0.89, 1.93)
N (-0.63, -0.03, -0.95)
O (0.50, -0.82, -0.98)
Br (-3.11, 0.75, -1.11)
Br (-2.06, -2.29, -1.45)
Br (-1.31, 1.28, 1.42)
H (2.01, 0.46, 1.84)
H (1.68, 0.71, -0.74)
H (2.10, -0.78, 0.05)

## Properties
HOMO-LUMO gap, eV: 9.1
Net charge: 0
Max |F|, hartree/bohr: 0.1522
Molar mass, g mol⁻¹: 322.8

=====

no.,total energy (eV)
1,-8426.2525
2,-10773.7568
3,-9763.3142
4,-6265.0793
5,-9968.3409
6,-81579.7281
7,-71603.0807
8,-26388.0559
9,-42008.9933
10,-218308.8564